# 1
This record from OMol25 describes a single C2H7P molecule in a non-equilibrium geometry. The level of theory is ωB97M-V/def2-TZVPD.

Positions of all 10 atoms, in Å:
C -1.1112 -0.2064 0.0476
C 0.1986 0.6863 0.0838
P 1.8810 -0.1167 0.0746
H -1.1361 -0.6916 -0.9465
H -1.2977 -0.8733 0.9201
H -1.9457 0.5781 0.0289
H 0.0609 1.5146 0.7911
H 0.1380 1.2275 -1.0419
H 1.5457 -0.9956 -1.0074
H 1.6664 -1.1228 1.0499

* SMILES: CCP
* total charge: 0
* LUMO level: 1.07 eV
* spin multiplicity: 1
* relative energy (zero: lowest compared OMol25 entry of this formula, charge and spin): 19.0 kcal/mol
* HOMO: -9.3705 eV
* total energy: -421.70362 Eh

# 2
This record from OMol25 describes a molecular structure, C10H18MnN6O7S. The level of theory is ωB97M-V/def2-TZVPD.

Positions of all 43 atoms, in Å:
Mn 0.1623 -0.5017 -1.5244
N -1.7487 0.2445 -1.6774
C -1.8257 1.6803 -2.0038
C -0.4314 2.2158 -2.2041
O -0.2133 3.3491 -2.5779
N 0.5230 1.2961 -1.8946
C 1.9001 1.6526 -2.1660
C 2.7305 0.4485 -1.8240
O 3.9199 0.3648 -1.9042
O 1.9593 -0.5753 -1.3838
H -2.0527 -0.3222 -2.4765
H -2.3772 -0.0064 -0.9248
H -2.2987 2.2380 -1.1966
H -2.4089 1.8489 -2.9067
H 2.2327 2.5070 -1.5717
H 2.0523 1.9200 -3.2141
O -2.0562 -2.1990 -3.3415
S -0.6605 -2.3746 -3.0434
O 0.0091 -3.5176 -3.5411
O 0.0999 -1.0492 -3.3220
O -0.4855 -2.2345 -1.4712
C -0.9504 -1.2861 1.1379
N 0.1130 -0.3743 0.5855
C -0.1778 1.0093 1.0678
N -0.2537 1.0766 2.5125
C -1.3011 0.1631 2.9783
N -1.0337 -1.2218 2.5820
C 0.2625 -1.6240 3.1370
N 1.3370 -0.7487 2.6717
C 1.4104 -0.8015 1.2239
C 1.0276 0.6253 3.0706
H -0.7334 -2.2999 0.8145
H -1.9101 -0.9881 0.7170
H -1.1275 1.3317 0.6394
H 0.6087 1.6679 0.7029
H -2.2614 0.4761 2.5624
H -1.3590 0.2185 4.0651
H 0.4782 -2.6492 2.8342
H 0.2109 -1.5816 4.2250
H 1.6372 -1.8089 0.8808
H 2.1963 -0.1369 0.8787
H 1.8225 1.2876 2.7249
H 0.9736 0.6797 4.1577

* expectation value of S²: 0.78
* total charge: 0
* LUMO level (spin up / spin down): -3.11 / -2.18 eV
* spin multiplicity: 2
* relative energy (zero: lowest compared OMol25 entry of this formula, charge and spin): 0.0 kcal/mol
* HOMO (spin up / spin down): -9.8827 / -9.8702 eV
* total energy: -2796.27407 Eh

# 3
This record from OMol25 describes 3 unconnected molecules or ions with the total composition C2H9NO2Si in a non-equilibrium geometry. The level of theory is ωB97M-V/def2-TZVPD.

Positions of all 15 atoms, in Å:
C -0.7071 2.4895 0.2085
C 0.9614 -2.1689 -0.7905
N -1.9213 -0.5302 -0.9777
O -0.0350 1.3513 0.5840
O 0.7085 -0.9546 -0.2843
Si -0.5773 -0.0273 -0.2744
H -0.2496 3.3186 0.8376
H -1.6935 2.4121 0.5301
H -0.6322 2.5818 -0.8943
H 0.0555 -2.6110 -1.1694
H 1.3193 -2.8636 -0.0839
H 1.8653 -2.1654 -1.4477
H -2.7520 0.0246 -0.8096
H 2.1808 -0.2693 2.0645
H 1.4772 -0.5876 2.5070

* total charge: 0
* LUMO level: 0.36 eV
* spin multiplicity: 1
* relative energy (zero: lowest compared OMol25 entry of this formula, charge and spin): 91.8 kcal/mol
* HOMO: -9.6323 eV
* total energy: -576.29265 Eh

# 4
This record from OMol25 describes 8 unconnected molecules or ions with the total composition C4H25NO7 in a non-equilibrium geometry. The level of theory is ωB97M-V/def2-TZVPD.

Positions of all 37 atoms, in Å:
C -2.5474 -0.4699 -0.9867
C -1.8246 -1.6639 -0.4213
C -0.6838 -1.2711 0.5926
C -0.5950 -1.9985 1.8891
N 0.8576 -2.2145 2.2578
H -2.4853 0.4816 -0.4870
H -3.5554 -0.7639 -1.2950
H -2.1674 -0.1757 -1.9996
H -2.4413 -2.3068 0.2365
H -1.2958 -2.3535 -1.0560
H 0.2447 -1.5002 0.0452
H -0.5426 -0.1710 0.5678
H -0.9735 -3.0210 1.7954
H -1.0180 -1.5037 2.7859
H 1.2097 -3.1496 2.3570
H 1.1370 -1.5158 2.9313
O 0.4428 1.5549 -3.8392
H 1.3923 1.5129 -3.7486
H 0.1981 0.6254 -3.7715
O 0.1798 -1.3015 -2.9929
H 0.6624 -0.8327 -2.2951
H -0.6376 -1.5198 -2.5261
O 0.2478 2.3401 1.7470
H 0.6190 3.0382 1.1970
H -0.6703 2.3254 1.5237
O -1.3159 2.4449 -0.5348
H -1.2329 2.5687 -1.4769
H -1.9200 3.0805 -0.1646
O 1.8930 3.3399 -0.8460
H 1.3054 2.7076 -1.2856
H 2.6716 2.7494 -0.8132
O 2.5354 -0.9177 0.0049
H 3.4382 -0.9405 0.3915
H 2.1400 -1.6535 0.5134
O 1.5554 0.5905 3.5763
H 2.3119 0.8142 3.0245
H 0.8648 1.0708 3.1030

* SMILES: CCCCN.O.O.O.O.O.O.O
* total charge: 0
* LUMO level: 0.22 eV
* spin multiplicity: 1
* relative energy (zero: lowest compared OMol25 entry of this formula, charge and spin): 43.7 kcal/mol
* HOMO: -9.0257 eV
* total energy: -748.78549 Eh

# 5
This record from OMol25 describes a molecular structure, C13H33N3NaO6 in a non-equilibrium geometry. The level of theory is ωB97M-V/def2-TZVPD.

Positions of all 56 atoms, in Å:
Na -0.4922 0.3607 -0.6940
C -1.5695 2.6479 -2.2120
O -1.6913 3.8193 -2.6674
O -2.0609 2.2624 -1.0591
O -0.8607 1.7437 -2.8740
C -0.4157 -2.3564 2.9701
C 0.0324 -3.0607 1.7027
C 0.0223 -2.1219 0.5077
O -1.2475 -1.6144 0.1697
C -2.1768 -2.5746 -0.2758
N 1.3862 -3.6439 1.8606
H -0.3669 -3.0471 3.8169
H -1.4385 -1.9765 2.9147
H 0.1996 -1.4803 3.2044
H -0.6806 -3.8773 1.5586
H 0.4905 -2.6161 -0.3531
H 0.6424 -1.2538 0.7614
H -3.0423 -2.0418 -0.6491
H -2.4709 -3.2433 0.5448
H -1.7078 -3.2222 -1.0277
H 1.3066 -4.6526 1.8177
H 1.7147 -3.4470 2.7995
C 1.5412 1.2673 2.6076
C 0.2111 1.7367 2.0793
C -0.3089 2.8745 2.9289
O -1.5166 3.3062 2.3884
C -1.9232 4.5557 2.8605
N 0.3615 2.1419 0.6638
H 2.2757 2.0732 2.6013
H 1.8871 0.3807 2.0814
H 1.4331 0.9758 3.6649
H -0.5286 0.9287 2.1150
H 0.4724 3.6588 2.9388
H -0.4384 2.5643 3.9831
H -2.9017 4.7885 2.4486
H -1.2189 5.3380 2.5449
H -2.0004 4.5737 3.9593
H -0.5492 2.5072 0.3180
H 0.9671 2.9603 0.6708
C 0.2756 -1.6391 -4.9627
C 0.4372 -1.5022 -3.4482
C 1.5345 -0.5186 -3.1512
O 1.8293 -0.5444 -1.7438
C 2.5607 0.5968 -1.3764
N -0.7738 -1.0110 -2.8001
H -0.1968 -0.7488 -5.3805
H -0.3815 -2.4813 -5.2089
H 1.2181 -1.8447 -5.4830
H 0.7152 -2.4882 -3.0525
H 1.1747 0.4938 -3.3877
H 2.4381 -0.7363 -3.7338
H 2.0051 1.5283 -1.5156
H 3.5170 0.6680 -1.9175
H 2.8126 0.5111 -0.3153
H -1.5957 -1.5118 -3.1205
H -0.9072 -0.0072 -3.0732

* total charge: -1
* LUMO level: 2.03 eV
* spin multiplicity: 1
* HOMO: -2.1794 eV
* total energy: -1293.18326 Eh

# 6
This record from OMol25 describes 13 unconnected molecules or ions with the total composition F6H24O12P in a non-equilibrium geometry. The level of theory is ωB97M-V/def2-TZVPD.

Positions of all 43 atoms, in Å:
P -0.3597 -0.6072 0.0529
F -1.3857 -1.7850 0.4002
F 0.7999 -1.4165 1.0191
F 0.2244 -1.2575 -1.3069
F 0.5511 0.7531 -0.1237
F -1.5389 0.0533 -0.8131
F -0.9196 0.1836 1.3185
O 0.2184 -0.8478 -4.2565
H -0.6719 -0.4991 -4.3012
H 0.2934 -1.2014 -3.3701
O 3.5951 -1.3232 -1.6457
H 2.9848 -0.5860 -1.6628
H 3.1140 -2.0426 -2.0547
O -2.0901 0.5305 -3.9346
H -2.9306 0.7428 -4.3405
H -1.9074 1.2729 -3.3587
O 1.9706 3.3034 -0.2278
H 1.0409 3.2411 -0.0086
H 2.0302 4.0630 -0.8071
O -1.4847 3.0002 0.9914
H -1.1284 2.1127 1.0320
H -2.0768 3.0556 1.7415
O 2.0249 0.7879 2.4698
H 1.1451 0.9589 2.8060
H 1.8824 0.4476 1.5866
O -4.0531 0.1490 0.2915
H -3.2387 -0.1296 -0.1271
H -4.0559 -0.3026 1.1355
O -1.7355 -3.3377 -2.1647
H -1.0568 -2.8791 -1.6694
H -1.9751 -4.0813 -1.6117
O -0.2183 1.5903 3.8351
H -1.0308 2.0181 3.5647
H 0.1705 2.1927 4.4692
O 3.1667 -2.3810 2.3616
H 3.3356 -3.0912 1.7425
H 2.2287 -2.2087 2.2791
O -1.2028 -1.5275 3.6290
H -1.2210 -2.1025 2.8640
H -1.1021 -0.6477 3.2655
O 2.3113 1.0723 -2.0114
H 2.6681 1.8937 -1.6734
H 1.6275 0.8323 -1.3860

* total charge: -1
* LUMO level: 2.31 eV
* spin multiplicity: 1
* relative energy (zero: lowest compared OMol25 entry of this formula, charge and spin): 38.9 kcal/mol
* HOMO: -7.5803 eV
* total energy: -1858.14933 Eh

# 7
This record from OMol25 describes 2 unconnected molecules or ions with the total composition C5H12NS2 in a non-equilibrium geometry. The level of theory is ωB97M-V/def2-TZVPD.

Positions of all 20 atoms, in Å:
C 1.7336 1.1094 0.1293
C 2.5822 0.0641 -0.6167
S 4.3377 0.2589 -0.2227
C 0.2170 0.8181 -0.1631
N -0.2177 -0.1446 0.9037
C -1.3392 -0.9884 0.5220
C -2.7220 -0.4414 0.3762
S -2.9013 0.1236 -1.4528
H 2.0502 2.0764 -0.2864
H 1.9852 1.1128 1.2053
H 2.3574 0.2352 -1.6613
H 2.2692 -0.9210 -0.2332
H 0.1148 0.3746 -1.1541
H -0.2202 1.8028 -0.0376
H -0.6599 0.5383 1.5244
H -1.4185 -1.8186 1.2359
H -1.0847 -1.4782 -0.5189
H -2.7649 0.4197 1.0565
H -3.5300 -1.1425 0.5699
H -0.7891 -1.9994 -1.1764

* total charge: -1
* LUMO level: 0.15 eV
* spin multiplicity: 1
* relative energy (zero: lowest compared OMol25 entry of this formula, charge and spin): 134.3 kcal/mol
* HOMO: -2.6017 eV
* total energy: -1048.63800 Eh

# 8
This record from OMol25 describes a molecular structure, C4H11HoO3 in a non-equilibrium geometry. The level of theory is ωB97M-V/def2-TZVPD.

Positions of all 19 atoms, in Å:
O -1.4305 2.0509 0.0868
C -2.5556 1.2390 0.2033
C -2.2756 -0.1720 -0.3028
O -1.0225 -0.5948 0.2637
C -0.6995 -1.9558 0.0104
Ho 0.3856 1.2388 0.4282
H -3.4101 1.6280 -0.3816
H -2.9004 1.1673 1.2549
H -2.1725 -0.1884 -1.4006
H -3.0630 -0.8775 0.0014
H 0.2668 -2.1648 0.4801
H -1.4695 -2.6054 0.4473
H -0.6366 -2.1363 -1.0723
O 2.5891 1.0895 -0.2740
H 2.8752 1.7208 -0.9609
C 3.6816 0.2922 0.2055
H 3.9305 -0.4772 -0.5345
H 4.5470 0.9322 0.4089
H 3.3600 -0.1867 1.1360

* expectation value of S²: 6.00
* total charge: +2
* LUMO level (spin up / spin down): -9.61 / -9.45 eV
* spin multiplicity: 5
* relative energy (zero: lowest compared OMol25 entry of this formula, charge and spin): 0.0 kcal/mol
* HOMO (spin up / spin down): -18.3207 / -18.3564 eV
* total energy: -1332.13911 Eh